ORCA calculation (ωB97M-V/def2-TZVPD) on an isolated molecule of C3H4N2O.

Values from the calculation:
- HOMO: -9.71 eV
- ΔE to the lowest compared entry with this formula, charge and spin: 13.5 kcal per mole
- SMILES: O=C1CNC=N1
- HOMO-LUMO gap: 10.3 eV
- Total charge: 0

Positions of all 10 atoms, in Å:
O 2.388 0.126 0.334
C 1.189 0.231 0.317
C 0.266 -0.902 -0.149
N -0.960 -0.163 -0.378
C -0.768 1.085 0.130
N 0.422 1.392 0.537
H 0.797 -1.274 -1.027
H 0.139 -1.718 0.571
H -1.877 -0.567 -0.491
H -1.596 1.791 0.156